Arrangement 1

The following is a DFT calculation (ωB97M-V with the def2-TZVPD basis set) of a cluster of 12 separate species, C62H160N12O19 in total.

Calculated values
- HOMO level: -8.2 eV
- Kohn-Sham gap: 0.3186 Ha
- SMILES: COC[C@H](C)N.COC[C@H](C)N.COC[C@H](C)N.COC[C@H](C)N.COC[C@H](C)N.COCCNCCOC.COCCNCCOC.COCCNCCOC.COCCNCCOC.COCCNCCOC.COCCNCCOC.COCCNCCOC
- Multiplicity: 1

Each line ends with the Mulliken charge.
Geometry (Å):
C: 1.16 -7.05 5.33  -0.846
O: -0.02 -6.41 4.88  -0.289
C: -0.98 -7.34 4.49  -0.889
C: -2.24 -6.57 4.01  -0.084
N: -2.91 -5.99 5.14  -0.343
C: -4.33 -5.56 4.86  -1.444
C: -4.47 -4.55 3.76  0.715
O: -3.98 -3.24 4.13  -0.474
C: -4.34 -2.13 3.29  0.178
H: 1.82 -6.32 5.81  0.277
H: 1.66 -7.61 4.55  0.298
H: 1.02 -7.68 6.21  0.344
H: -1.26 -8.00 5.31  0.533
H: -0.61 -8.01 3.71  0.402
H: -2.81 -7.29 3.42  0.428
H: -1.88 -5.77 3.36  -0.110
H: -2.38 -5.18 5.47  0.351
H: -4.65 -4.99 5.74  0.473
H: -5.04 -6.37 4.72  0.359
H: -5.53 -4.50 3.52  -0.353
H: -3.85 -4.73 2.88  0.267
H: -5.42 -2.15 3.24  -0.044
H: -3.94 -2.19 2.28  0.110
H: -4.07 -1.19 3.78  0.104
C: 2.15 0.29 4.50  -0.928
O: 2.50 1.64 4.17  0.236
C: 3.34 2.19 5.16  -0.956
C: 4.83 1.73 5.01  0.049
N: 5.68 2.40 6.07  -0.338
C: 7.10 2.37 5.73  -0.361
C: 7.93 3.11 6.72  -0.778
O: 8.00 4.44 6.19  -0.297
C: 8.92 5.23 6.99  -0.782
H: 3.00 -0.38 4.37  0.357
H: 1.29 -0.09 3.95  0.042
H: 1.83 0.06 5.52  0.428
H: 3.08 1.86 6.16  0.307
H: 3.24 3.28 5.10  0.351
H: 5.31 2.01 4.08  -0.032
H: 4.91 0.66 5.23  0.138
H: 5.43 3.38 6.09  0.281
H: 7.33 2.71 4.72  0.178
H: 7.34 1.31 5.76  0.375
H: 8.92 2.65 6.80  0.493
H: 7.59 3.06 7.75  0.379
H: 9.09 6.22 6.55  0.257
H: 9.89 4.74 6.98  0.325
H: 8.68 5.30 8.05  0.300
C: -5.13 2.44 0.99  -0.005
O: -5.84 1.23 0.91  -0.476
C: -5.30 0.21 0.02  0.177
C: -6.30 -0.96 -0.38  -0.929
N: -6.70 -1.75 0.83  -0.009
C: -7.89 -2.61 0.75  -0.783
C: -8.13 -3.32 2.08  -0.110
O: -8.40 -2.37 3.09  -0.355
C: -8.58 -2.84 4.45  -0.725
H: -4.09 2.32 1.32  -0.338
H: -5.63 3.15 1.66  0.343
H: -5.07 2.88 0.00  0.273
H: -4.38 -0.20 0.42  -0.149
H: -5.08 0.64 -0.96  0.454
H: -5.96 -1.73 -1.07  0.193
H: -7.14 -0.40 -0.82  0.196
H: -6.73 -1.20 1.68  0.371
H: -7.66 -3.42 0.06  0.283
H: -8.80 -2.07 0.50  0.359
H: -7.21 -3.84 2.36  -0.186
H: -8.96 -3.99 1.88  0.572
H: -9.12 -3.77 4.58  0.334
H: -9.01 -2.08 5.09  0.286
H: -7.61 -2.98 4.92  0.209
C: 1.59 3.49 2.09  -0.834
O: 0.42 3.76 1.28  0.052
C: 0.18 5.14 1.01  0.151
C: -0.61 5.67 2.28  -0.599
N: -2.08 5.48 2.08  0.045
C: -2.88 5.90 3.24  -0.923
C: -2.79 4.94 4.41  -0.477
O: -3.35 3.74 3.86  -0.134
C: -3.58 2.57 4.66  -0.694
H: 1.63 4.11 2.99  0.534
H: 2.47 3.60 1.45  0.358
H: 1.44 2.43 2.25  -0.137
H: -0.41 5.30 0.12  -0.630
H: 1.10 5.71 0.85  0.458
H: -0.32 6.71 2.40  0.417
H: -0.28 5.10 3.15  0.236
H: -2.29 4.50 1.94  -0.164
H: -3.91 6.11 2.95  0.369
H: -2.58 6.87 3.65  0.454
H: -3.39 5.35 5.22  0.383
H: -1.74 4.78 4.66  0.294
H: -4.40 2.77 5.35  0.373
H: -2.72 2.17 5.20  0.312
H: -3.93 1.76 4.01  0.027
C: 2.63 1.60 -3.16  0.349
O: 4.02 1.44 -3.52  -0.592
C: 4.76 0.58 -2.69  0.790
C: 6.18 0.26 -3.22  -0.957
N: 6.82 -0.70 -2.36  0.075
C: 8.20 -0.98 -2.83  -0.702
C: 8.87 -2.01 -1.89  -0.436
O: 8.61 -3.38 -2.19  -0.463
C: 9.26 -3.72 -3.41  -0.734
H: 2.15 2.29 -3.86  0.183
H: 2.54 1.90 -2.12  -0.070
H: 2.14 0.63 -3.26  -0.246
H: 4.30 -0.40 -2.54  -0.120
H: 4.82 1.10 -1.73  -0.188
H: 6.75 1.18 -3.35  0.294
H: 6.03 -0.21 -4.19  0.324
H: 6.36 -1.54 -2.07  0.239
H: 8.73 -0.03 -2.82  0.338
H: 8.20 -1.36 -3.85  0.334
H: 8.70 -1.98 -0.82  0.127
H: 9.93 -1.80 -1.86  0.511
H: 10.34 -3.58 -3.27  0.308
H: 8.90 -3.27 -4.34  0.274
H: 9.11 -4.79 -3.55  0.303
C: -10.57 -5.16 -2.56  -0.811
O: -9.64 -4.05 -2.43  -0.206
C: -9.51 -3.35 -3.68  -0.739
C: -8.54 -2.15 -3.53  -0.211
N: -8.48 -1.32 -4.72  -0.417
C: -7.42 -0.30 -4.71  -0.766
C: -5.95 -0.79 -4.76  -0.646
O: -5.32 -1.04 -3.47  -0.042
C: -3.93 -1.12 -3.64  -0.323
H: -10.34 -5.77 -3.43  0.326
H: -11.62 -4.86 -2.57  0.311
H: -10.42 -5.84 -1.72  0.238
H: -10.43 -3.05 -4.18  0.350
H: -9.06 -4.03 -4.41  0.341
H: -7.55 -2.55 -3.29  0.141
H: -8.86 -1.54 -2.69  0.255
H: -9.39 -0.89 -4.78  0.286
H: -7.50 0.28 -3.79  0.350
H: -7.64 0.38 -5.54  0.428
H: -5.34 -0.10 -5.34  0.343
H: -5.89 -1.63 -5.46  0.422
H: -3.73 -1.77 -4.49  0.477
H: -3.51 -1.48 -2.70  -0.146
H: -3.50 -0.15 -3.87  0.061
C: 11.88 0.45 -1.68  -0.886
O: 10.76 0.15 -0.83  -0.247
C: 10.10 1.29 -0.36  -0.928
C: 8.89 0.84 0.41  0.117
N: 8.19 1.91 1.09  -0.302
C: 6.98 1.41 1.70  -0.584
C: 5.79 1.17 0.77  -0.395
O: 4.70 0.94 1.56  -0.189
C: 3.44 0.48 0.98  -0.277
H: 12.46 -0.44 -1.90  0.255
H: 12.54 1.22 -1.29  0.375
H: 11.48 0.93 -2.57  0.350
H: 9.76 1.97 -1.14  0.372
H: 10.78 1.89 0.24  0.486
H: 9.21 -0.03 0.98  0.179
H: 8.13 0.52 -0.30  -0.099
H: 8.11 2.76 0.55  0.300
H: 6.66 2.25 2.33  0.212
H: 7.23 0.51 2.26  0.216
H: 6.10 0.27 0.24  0.368
H: 5.70 1.97 0.04  0.322
H: 3.10 1.10 0.16  -0.081
H: 2.65 0.31 1.72  -0.081
H: 3.50 -0.55 0.62  0.543
C: -0.61 -2.53 -1.94  0.048
C: -0.71 -3.09 -3.37  0.914
C: 0.67 -3.40 -4.11  -1.064
O: 1.48 -2.20 -4.18  -0.181
C: 2.85 -2.55 -4.01  -0.757
N: -1.65 -4.23 -3.47  -0.800
H: -1.54 -2.24 -1.45  0.247
H: 0.02 -1.65 -1.94  -0.413
H: -0.01 -3.26 -1.39  -0.116
H: -1.09 -2.20 -3.87  -0.061
H: 0.44 -3.61 -5.15  0.357
H: 1.17 -4.26 -3.67  0.440
H: 3.50 -1.69 -4.19  0.080
H: 3.19 -3.43 -4.55  0.458
H: 2.93 -2.79 -2.95  0.292
H: -1.90 -4.39 -4.43  0.339
H: -2.56 -3.97 -3.11  0.234
C: 2.94 -6.62 1.94  -1.620
C: 1.50 -6.40 1.45  1.418
C: 1.19 -4.95 0.94  -0.687
O: -0.19 -4.60 0.92  -0.487
C: -0.48 -3.28 1.45  -0.753
N: 1.39 -7.31 0.22  -0.782
H: 3.08 -6.03 2.85  0.348
H: 3.53 -6.16 1.15  0.544
H: 3.23 -7.63 2.20  0.350
H: 0.75 -6.74 2.17  -0.550
H: 1.67 -4.72 -0.01  0.226
H: 1.73 -4.33 1.66  0.440
H: 0.26 -2.53 1.15  0.548
H: -0.61 -3.44 2.52  0.575
H: -1.38 -2.88 0.98  -0.090
H: 2.27 -7.29 -0.28  0.280
H: 0.67 -6.89 -0.35  0.277
C: 0.46 6.37 -3.34  -1.239
C: -0.88 6.91 -3.68  0.722
C: -2.02 6.60 -2.61  -0.829
O: -2.26 5.17 -2.68  -0.085
C: -3.18 4.83 -1.67  -0.847
N: -0.75 8.33 -3.78  -0.755
H: 1.19 6.67 -4.09  0.390
H: 0.36 5.28 -3.25  0.070
H: 0.83 6.76 -2.39  0.389
H: -1.27 6.46 -4.59  0.051
H: -2.92 7.16 -2.85  0.376
H: -1.67 6.90 -1.62  0.365
H: -4.03 5.50 -1.66  0.511
H: -2.72 5.05 -0.71  0.307
H: -3.60 3.82 -1.69  0.006
H: -0.19 8.57 -2.97  0.301
H: -0.25 8.70 -4.58  0.285
C: -1.83 1.11 -2.05  -0.524
C: -1.07 1.91 -1.02  2.644
C: -0.16 0.97 -0.24  0.771
O: -0.92 0.03 0.57  0.531
C: -1.46 0.56 1.73  0.572
N: -0.30 2.94 -1.64  0.346
H: -2.57 0.46 -1.59  -0.153
H: -1.19 0.56 -2.75  -0.068
H: -2.45 1.81 -2.61  0.244
H: -1.76 2.35 -0.30  -0.602
H: 0.53 1.54 0.37  -1.755
H: 0.48 0.36 -0.87  -0.294
H: -0.66 1.06 2.27  -0.100
H: -1.90 -0.23 2.34  0.156
H: -2.24 1.28 1.48  -0.873
H: -0.85 3.49 -2.28  -0.714
H: -0.01 3.51 -0.86  -0.165
C: -3.05 2.79 -6.96  -1.710
C: -2.45 3.03 -5.59  2.245
C: -0.99 3.45 -5.56  -0.107
O: -0.18 2.57 -6.36  -0.511
C: -0.05 1.26 -5.80  -0.309
N: -3.32 4.06 -4.97  -0.568
H: -3.25 3.74 -7.44  0.439
H: -3.98 2.25 -6.81  0.366
H: -2.40 2.25 -7.65  0.341
H: -2.50 2.12 -4.99  -1.086
H: -0.62 3.44 -4.53  -0.270
H: -0.87 4.49 -5.86  0.197
H: -0.89 0.59 -5.98  0.277
H: 0.31 1.28 -4.77  -0.163
H: 0.78 0.91 -6.41  0.378
H: -2.97 4.59 -4.18  0.159
H: -3.60 4.79 -5.60  0.391


Arrangement 2

The following is a DFT calculation (ωB97M-V with the def2-TZVPD basis set) of a cluster of 12 separate species, C62H160N12O19 in total.

Calculated values
- HOMO level: -8.4 eV
- Kohn-Sham gap: 0.3316 Ha
- SMILES: COC[C@H](C)N.COC[C@H](C)N.COC[C@H](C)N.COC[C@H](C)N.COC[C@H](C)N.COCCNCCOC.COCCNCCOC.COCCNCCOC.COCCNCCOC.COCCNCCOC.COCCNCCOC.COCCNCCOC
- Multiplicity: 1

Each line ends with the Mulliken charge.
Geometry (Å):
C: -2.43 -4.65 -2.63  -1.074
O: -3.32 -4.21 -1.59  0.707
C: -4.66 -4.47 -1.85  -0.818
C: -5.50 -4.07 -0.60  -0.621
N: -5.32 -2.60 -0.46  -0.259
C: -5.64 -2.20 0.88  -0.424
C: -5.31 -0.70 0.94  -0.464
O: -3.98 -0.45 0.52  -0.386
C: -3.00 -0.97 1.43  0.073
H: -2.54 -5.72 -2.89  0.817
H: -1.42 -4.53 -2.12  -0.514
H: -2.42 -4.05 -3.52  0.588
H: -4.84 -5.59 -2.04  0.351
H: -4.97 -3.93 -2.78  0.321
H: -5.18 -4.63 0.31  0.300
H: -6.55 -4.35 -0.77  0.310
H: -4.35 -2.46 -0.52  -0.037
H: -5.07 -2.75 1.65  0.121
H: -6.71 -2.32 1.24  0.658
H: -5.35 -0.36 1.96  0.072
H: -5.98 -0.14 0.29  0.475
H: -2.12 -0.37 1.36  -0.172
H: -2.67 -2.01 1.22  -0.128
H: -3.50 -1.02 2.41  0.259
C: 0.86 2.05 -4.57  -0.643
O: 1.97 2.37 -3.81  -0.191
C: 2.38 3.67 -4.22  -0.254
C: 3.53 4.24 -3.41  -0.890
N: 3.14 4.44 -2.01  0.142
C: 4.13 4.88 -1.14  -0.809
C: 3.70 4.93 0.35  -0.535
O: 3.51 3.57 0.75  0.018
C: 2.71 3.44 1.92  -0.282
H: 0.12 2.81 -4.69  0.234
H: 0.41 1.10 -4.28  -0.065
H: 1.14 1.90 -5.59  0.496
H: 1.52 4.34 -4.06  -0.135
H: 2.56 3.69 -5.26  0.614
H: 3.73 5.17 -3.93  0.440
H: 4.43 3.57 -3.48  0.351
H: 2.62 3.66 -1.71  -0.046
H: 4.41 5.92 -1.43  0.386
H: 5.04 4.28 -1.20  0.285
H: 2.71 5.49 0.45  0.028
H: 4.45 5.44 0.97  0.365
H: 3.04 4.06 2.79  0.602
H: 2.76 2.37 2.20  -0.274
H: 1.66 3.88 1.71  -0.074
C: 0.42 -10.91 -0.91  -0.773
O: 1.13 -10.34 0.10  -0.200
C: 0.77 -10.70 1.38  -0.695
C: -0.47 -10.09 1.95  -0.419
N: -0.19 -8.70 2.27  -0.135
C: -1.29 -8.04 2.83  -0.905
C: -1.13 -6.50 2.69  -0.448
O: -0.69 -6.13 1.41  -0.086
C: -1.69 -6.23 0.38  0.055
H: 0.56 -12.00 -0.83  0.367
H: 0.82 -10.63 -1.88  0.165
H: -0.63 -10.67 -0.85  0.322
H: 1.63 -10.48 2.04  0.286
H: 0.59 -11.82 1.35  0.415
H: -0.68 -10.64 2.87  0.352
H: -1.29 -10.20 1.23  0.294
H: 0.14 -8.12 1.50  0.052
H: -1.40 -8.23 3.90  0.458
H: -2.25 -8.32 2.39  0.386
H: -0.31 -6.27 3.43  0.187
H: -2.04 -5.94 3.01  0.356
H: -2.49 -5.51 0.54  0.173
H: -2.00 -7.30 0.28  0.324
H: -1.21 -5.83 -0.55  -0.569
C: 0.65 -9.43 -6.80  -0.775
O: 0.07 -8.69 -5.80  -0.289
C: 0.26 -7.31 -5.92  -0.765
C: -0.23 -6.73 -4.61  0.247
N: 0.44 -7.16 -3.36  0.005
C: 1.77 -6.62 -3.13  0.341
C: 2.43 -7.19 -1.89  0.065
O: 3.68 -6.59 -1.72  -0.394
C: 4.17 -6.61 -0.38  -0.411
H: 1.73 -9.45 -6.60  0.300
H: 0.47 -8.97 -7.78  0.297
H: 0.24 -10.41 -6.83  0.244
H: -0.32 -6.98 -6.77  0.485
H: 1.38 -7.15 -6.03  0.344
H: -1.31 -6.99 -4.47  0.162
H: -0.20 -5.64 -4.66  -0.315
H: 0.52 -8.19 -3.47  0.231
H: 1.68 -5.56 -3.00  -0.749
H: 2.46 -6.74 -4.01  0.138
H: 2.45 -8.27 -1.85  0.525
H: 1.76 -6.88 -1.04  -0.227
H: 5.05 -5.93 -0.38  0.126
H: 4.40 -7.68 -0.07  0.335
H: 3.40 -6.24 0.31  0.143
C: -2.80 2.38 -0.38  -0.180
O: -1.52 1.96 -0.88  0.049
C: -0.53 2.73 -0.29  -0.331
C: 0.79 2.03 -0.57  2.492
N: 0.76 0.67 0.03  1.218
C: 2.01 -0.12 -0.32  -0.934
C: 1.87 -1.54 0.27  -0.380
O: 0.90 -2.19 -0.49  1.398
C: 0.80 -3.59 -0.28  -0.350
H: -3.59 1.74 -0.91  0.187
H: -3.00 3.45 -0.57  -0.324
H: -2.92 2.23 0.72  0.204
H: -0.67 2.77 0.83  0.024
H: -0.57 3.80 -0.63  -0.065
H: 1.67 2.56 -0.18  -1.773
H: 0.92 1.99 -1.66  -0.379
H: -0.02 0.13 -0.37  -0.384
H: 2.86 0.46 0.12  0.217
H: 2.19 -0.22 -1.42  0.016
H: 1.63 -1.45 1.34  -0.035
H: 2.80 -2.02 0.17  0.059
H: 0.33 -3.77 0.64  -0.072
H: 1.78 -4.04 -0.47  0.255
H: 0.09 -3.96 -1.00  -0.813
C: 0.02 7.20 0.57  -1.026
O: 1.28 7.88 0.64  -0.402
C: 1.37 8.94 -0.28  -0.043
C: 2.76 9.53 -0.34  -0.705
N: 2.74 10.94 -0.69  -0.188
C: 2.26 11.95 0.27  -0.539
C: 2.34 13.33 -0.48  -0.589
O: 3.66 13.61 -0.70  -0.343
C: 4.33 14.31 0.36  -0.679
H: 0.02 6.37 1.30  0.220
H: -0.23 6.78 -0.39  0.338
H: -0.73 7.86 0.84  0.641
H: 0.58 9.71 -0.01  0.109
H: 1.17 8.51 -1.30  0.112
H: 3.34 8.95 -1.05  0.377
H: 3.21 9.40 0.69  0.249
H: 3.61 11.17 -1.17  0.262
H: 2.76 11.89 1.23  0.291
H: 1.26 11.75 0.59  0.325
H: 1.83 14.12 0.08  0.399
H: 1.74 13.24 -1.41  0.312
H: 4.51 13.65 1.19  0.287
H: 3.75 15.20 0.65  0.298
H: 5.30 14.54 -0.09  0.227
C: -4.34 5.11 2.73  -0.746
O: -4.92 3.88 3.18  -0.397
C: -4.06 3.06 3.98  0.086
C: -4.97 2.12 4.70  -1.014
N: -5.82 1.39 3.77  0.100
C: -7.00 0.88 4.51  -0.967
C: -7.91 -0.02 3.64  -0.300
O: -8.49 0.84 2.59  -0.340
C: -9.09 0.03 1.65  -0.634
H: -4.93 5.48 1.90  0.208
H: -3.25 5.02 2.43  0.204
H: -4.36 5.83 3.53  0.372
H: -3.56 3.68 4.72  0.522
H: -3.26 2.51 3.35  -0.241
H: -5.71 2.72 5.43  0.334
H: -4.49 1.40 5.38  0.336
H: -6.18 2.10 3.11  0.206
H: -7.57 1.74 4.92  0.461
H: -6.52 0.22 5.27  0.353
H: -8.73 -0.39 4.18  0.517
H: -7.32 -0.79 3.12  0.095
H: -8.44 -0.27 0.81  0.162
H: -10.03 0.56 1.29  0.259
H: -9.40 -0.89 2.17  0.330
C: -0.60 1.02 3.66  0.446
C: -0.74 0.37 5.04  0.261
C: -1.22 -1.06 4.87  -0.763
O: -0.35 -1.76 4.01  0.135
C: -0.71 -3.07 3.88  -0.928
N: 0.53 0.44 5.80  -0.668
H: -1.56 1.26 3.24  -0.648
H: -0.06 0.42 2.99  -0.602
H: -0.10 1.95 3.89  0.605
H: -1.54 0.89 5.64  0.347
H: -2.28 -1.10 4.50  0.362
H: -1.07 -1.51 5.88  0.321
H: -0.71 -3.68 4.81  0.311
H: -0.08 -3.46 3.10  0.110
H: -1.75 -3.20 3.51  0.323
H: 1.28 -0.08 5.39  0.215
H: 0.43 0.06 6.74  0.297
C: 5.89 -2.79 1.38  -0.570
C: 6.61 -2.35 0.13  0.152
C: 5.64 -1.93 -0.94  -0.104
O: 4.82 -3.09 -1.26  -0.094
C: 4.02 -2.97 -2.41  -0.192
N: 7.51 -1.20 0.38  -0.609
H: 5.54 -3.82 1.18  0.170
H: 5.03 -2.14 1.54  -0.263
H: 6.64 -2.70 2.18  0.440
H: 7.25 -3.20 -0.10  0.418
H: 6.20 -1.60 -1.84  0.385
H: 5.02 -1.15 -0.51  -0.254
H: 3.26 -2.22 -2.20  -0.176
H: 3.52 -3.89 -2.57  -0.008
H: 4.64 -2.67 -3.26  0.417
H: 8.46 -1.36 0.68  0.241
H: 7.07 -0.47 0.86  0.159
C: 3.36 -0.28 3.53  -0.317
C: 4.59 -0.10 4.36  0.154
C: 5.35 1.24 4.14  -0.862
O: 5.57 1.46 2.73  -0.014
C: 6.23 2.66 2.43  -0.939
N: 4.37 -0.31 5.82  -0.635
H: 3.60 -0.19 2.47  0.075
H: 2.55 0.46 3.75  -0.191
H: 2.86 -1.24 3.79  0.506
H: 5.28 -0.87 4.00  0.144
H: 6.31 1.21 4.65  0.280
H: 4.69 2.01 4.47  0.474
H: 6.18 3.45 3.15  0.431
H: 5.92 2.98 1.46  0.153
H: 7.33 2.53 2.33  0.311
H: 3.79 0.37 6.24  0.230
H: 4.22 -1.28 6.12  0.254
C: -5.01 7.61 -0.91  -0.946
C: -3.52 7.73 -1.38  1.177
C: -3.22 6.46 -2.16  -1.057
O: -1.85 6.28 -2.19  0.177
C: -1.30 5.58 -3.27  -1.094
N: -3.21 8.88 -2.25  -0.761
H: -5.36 8.63 -0.72  0.384
H: -4.98 7.06 0.04  0.034
H: -5.57 7.09 -1.70  0.329
H: -2.95 7.80 -0.43  -0.242
H: -3.59 6.67 -3.23  0.389
H: -3.65 5.52 -1.78  0.202
H: -1.69 6.08 -4.18  0.450
H: -1.53 4.53 -3.24  0.369
H: -0.25 5.69 -3.28  0.158
H: -2.33 8.81 -2.69  0.207
H: -3.34 9.70 -1.70  0.271
C: 1.48 -2.41 -4.31  -0.818
C: -0.07 -2.32 -4.60  0.919
C: -0.81 -1.81 -3.38  1.346
O: -2.21 -1.74 -3.64  -0.629
C: -2.84 -1.19 -2.51  0.018
N: -0.36 -1.49 -5.72  -0.579
H: 1.72 -3.12 -3.54  -0.282
H: 1.94 -1.44 -4.08  0.169
H: 2.04 -2.86 -5.16  0.465
H: -0.46 -3.30 -4.69  -0.406
H: -0.39 -0.80 -3.08  -0.585
H: -0.52 -2.38 -2.49  -0.467
H: -2.66 -1.75 -1.57  -0.278
H: -3.95 -1.03 -2.67  0.302
H: -2.45 -0.21 -2.30  0.144
H: 0.13 -1.69 -6.59  0.251
H: -1.34 -1.36 -5.95  0.209


Which of the structures shown above is the most stable? The most stable is arrangement 2.